1.
A single C4H5N5 molecule. Source: OMol25; level of theory: ωB97M-V/def2-TZVPD.

* HOMO-LUMO gap: 8.87 eV
* structure (SMILES): c1cn[nH]cncnn1
* E_tot: -11674.3968 eV
* LUMO: -0.0104 hartree
* HOMO: -9.15 eV

Last column: Löwdin charge in e.
Cartesian coordinates (Å):
N1 -1.703 -0.971 0.431  -0.01
N2 0.942 1.055 0.893  -0.04
N3 -0.460 -1.244 0.714  0.00
N4 -1.166 1.207 -0.380  0.09
N5 1.987 0.310 0.285  0.02
C1 0.004 1.482 -0.105  -0.23
C2 -2.032 0.263 0.146  -0.17
C3 1.686 -0.822 -0.208  -0.15
C4 0.269 -1.252 -0.384  -0.14
H1 -3.040 0.488 0.031  0.08
H2 0.535 0.415 1.634  0.13
H3 0.587 2.029 -0.922  0.15
H4 2.495 -1.443 -0.716  0.13
H5 -0.105 -1.516 -1.420  0.14


2.
19 unconnected molecules or ions with the total composition C19H38Cl38. Source: OMol25; level of theory: ωB97M-V/def2-TZVPD.

* HOMO-LUMO gap: 10.87 eV
* E_tot: -496171.6738 eV
* LUMO: 0.0059 hartree
* HOMO: -10.71 eV

Last column: Löwdin charge in e.
Cartesian coordinates (Å):
Cl1 11.139 12.786 9.741  0.53
Cl2 11.562 9.023 9.821  0.49
Cl3 15.516 15.384 10.973  0.49
Cl4 19.700 17.364 14.070  0.49
Cl5 10.429 11.163 16.096  0.49
Cl6 18.308 13.721 14.498  0.49
Cl7 8.857 16.196 16.612  0.48
Cl8 14.036 8.663 20.708  0.51
Cl9 16.163 14.976 16.505  0.43
Cl10 20.388 12.473 9.832  0.54
Cl11 15.555 16.459 13.700  0.50
Cl12 14.359 8.228 17.794  0.52
Cl13 17.395 18.725 15.441  0.52
Cl14 9.268 12.225 12.604  0.44
Cl15 13.791 6.848 15.039  0.57
Cl16 11.198 7.821 14.086  0.50
Cl17 8.359 9.432 13.422  0.48
Cl18 17.710 12.100 12.034  0.50
Cl19 16.682 16.717 18.775  0.52
Cl20 12.951 18.704 14.631  0.52
Cl21 11.428 12.875 19.163  0.57
Cl22 14.166 13.464 19.263  0.62
Cl23 15.184 9.710 10.514  0.53
Cl24 15.359 6.847 10.237  0.48
Cl25 15.940 11.208 6.589  0.53
Cl26 9.346 8.997 17.923  0.56
Cl27 18.214 9.563 15.106  0.51
Cl28 19.247 10.416 8.057  0.46
Cl29 11.593 15.363 15.639  0.51
Cl30 10.164 15.669 12.015  0.45
Cl31 14.579 13.558 7.510  0.51
Cl32 8.972 11.418 8.312  0.52
Cl33 14.118 11.422 15.249  0.53
Cl34 13.064 12.331 12.725  0.52
Cl35 18.084 8.145 12.571  0.50
Cl36 10.822 19.925 16.270  0.45
Cl37 12.481 17.134 10.939  0.53
Cl38 10.061 6.610 10.463  0.52
C1 10.732 9.835 17.296  -1.01
C2 9.507 12.843 9.211  -1.07
C3 14.053 12.767 14.125  -1.01
C4 15.947 16.789 12.031  -0.96
C5 9.613 10.392 12.555  -0.95
C6 10.573 7.690 9.183  -1.01
C7 19.206 12.132 8.599  -1.04
C8 14.404 12.019 6.679  -1.05
C9 12.895 7.283 13.669  -1.00
C10 15.056 8.796 19.255  -1.06
C11 15.650 8.443 9.469  -1.05
C12 18.793 17.634 15.607  -0.95
C13 13.057 12.242 18.986  -1.11
C14 9.905 14.795 16.044  -0.86
C15 11.241 18.834 14.859  -1.02
C16 18.360 13.611 12.725  -0.99
C17 17.162 8.886 13.872  -1.07
C18 15.620 16.426 17.405  -1.03
C19 11.996 15.772 11.914  -1.02
H1 16.990 17.039 11.871  0.03
H2 16.543 8.100 14.307  0.00
H3 14.062 12.178 5.680  0.02
H4 13.119 11.474 19.686  -0.02
H5 15.253 8.562 8.513  0.00
H6 13.686 11.350 7.120  0.02
H7 11.171 7.120 8.495  0.02
H8 17.811 14.453 12.257  -0.01
H9 11.206 10.269 18.135  -0.04
H10 15.040 12.943 13.780  -0.02
H11 15.287 17.631 11.761  0.01
H12 16.751 8.416 9.371  0.02
H13 10.812 19.308 13.937  0.05
H14 8.935 12.825 10.131  -0.05
H15 19.506 18.046 16.283  0.02
H16 10.584 10.200 12.973  -0.05
H17 11.294 9.048 16.848  -0.03
H18 9.299 13.712 8.630  0.03
H19 19.441 13.507 12.468  0.01
H20 19.304 12.684 7.681  0.02
H21 9.550 14.511 15.070  -0.01
H22 12.397 15.896 12.972  0.00
H23 16.575 9.656 13.348  -0.02
H24 13.274 11.867 18.026  -0.03
H25 18.166 12.365 9.034  0.03
H26 9.622 8.128 8.720  0.05
H27 18.429 16.731 16.014  -0.03
H28 12.377 14.872 11.496  -0.06
H29 10.012 14.115 16.860  -0.04
H30 14.621 16.260 17.871  0.02
H31 15.324 9.883 19.137  0.04
H32 10.746 17.942 15.148  -0.07
H33 13.559 13.600 14.669  -0.01
H34 9.653 10.127 11.469  -0.01
H35 15.891 8.107 19.357  0.02
H36 12.827 6.329 13.107  0.04
H37 15.683 17.285 16.652  -0.02
H38 13.242 8.091 13.078  0.00


3.
A single C4H8Br molecule. Source: OMol25; level of theory: ωB97M-V/def2-TZVPD.

* HOMO-LUMO gap (alpha / beta): 9.34 / 8.32 eV
* spin multiplicity: 2
* E_tot: -74317.7294 eV
* expectation value of S²: 0.7713
* LUMO (alpha / beta): 0.0378 / -0.0461 hartree
* HOMO (alpha / beta): -8.31 / -9.57 eV

Last column: Löwdin charge in e.
Cartesian coordinates (Å):
Br1 -2.532 -1.500 0.029  0.46
C1 1.484 0.485 -0.872  -0.10
C2 0.555 -0.481 -0.096  -0.31
C3 -1.581 0.304 0.714  -0.43
C4 -0.215 0.121 1.020  -0.17
H1 -1.678 0.308 -0.413  -0.01
H2 2.175 0.963 -0.167  0.07
H3 0.091 0.100 2.070  0.11
H4 1.136 -1.367 0.237  0.12
H5 -0.188 -0.917 -0.828  0.05
H6 -2.328 0.822 1.347  0.08
H7 2.073 -0.123 -1.578  0.07
H8 1.006 1.286 -1.464  0.08


Which relative energy (zero: lowest compared OMol25 entry of this formula, charge and spin) belongs to each record? In order, 4.212, 2.030, 0.477 eV.